# 1
Here is 2 unconnected molecules or ions with the total composition C5H12O from OMol25. Energies are from ωB97M-V with the def2-TZVPD basis set.

Output
E_HOMO: -8.09 eV
Lowest unoccupied orbital energy: 0.5 eV
Frontier orbital gap: 0.31608 Eh

ORCA input file:
```
! wB97M-V def2-TZVPD RIJCOSX def2/J DEFGRID3
* xyz 0 1
C -1.20653 0.99865 -1.48668
C -0.40876 -0.99538 0.05434
C -1.66355 -1.10703 0.84242
C 0.66726 -0.29681 0.79725
C 1.85860 0.12485 -0.04433
O 2.88672 0.54225 0.83882
H -0.58199 1.43081 -2.27542
H -1.17965 1.63992 -0.59508
H -2.24018 0.88288 -1.83135
H -0.79556 -0.04989 -1.29965
H -1.84270 -0.43547 1.68749
H -1.68360 -2.11527 1.26043
H -2.53326 -1.07469 0.19565
H 0.35700 0.52122 1.47067
H 1.00513 -1.11039 1.47129
H 1.55598 0.94333 -0.71857
H 2.16589 -0.72562 -0.67203
H 3.63919 0.82663 0.30473
*
```

---

# 2
Here is 2 unconnected molecules or ions with the total composition C5H12O from OMol25. Energies are from ωB97M-V with the def2-TZVPD basis set.

Output
E_HOMO: -9.96 eV
SMILES string: C=CC.CCO
Lowest unoccupied orbital energy: 1.1 eV
Frontier orbital gap: 0.40568 Eh

ORCA input file:
```
! wB97M-V def2-TZVPD RIJCOSX def2/J DEFGRID3
* xyz 0 1
C 0.59498 -0.14721 2.12118
C -0.64855 -0.55006 1.88247
C -1.00386 -1.83384 1.20332
H 0.80868 0.80652 2.58517
H 1.44426 -0.77456 1.87448
H -1.49023 0.03141 2.24446
H -1.38699 -2.58142 1.90095
H -0.14082 -2.28612 0.71209
H -1.76172 -1.68461 0.43724
C -0.87204 0.89022 -1.76299
C 0.59749 1.23879 -1.89049
O 1.43531 0.33103 -1.17461
H -1.04804 -0.13035 -2.09613
H -1.46743 1.55816 -2.38500
H -1.19503 0.96448 -0.72357
H 0.90968 1.17845 -2.92996
H 0.79945 2.24791 -1.52217
H 1.04274 0.23901 -0.29052
*
```

---

# 3
Here is C5H12O in the gas phase from OMol25. Energies are from ωB97M-V with the def2-TZVPD basis set.

Output
E_HOMO: -10.21 eV
SMILES string: CC(C)[C@@H](C)O
Lowest unoccupied orbital energy: 0.9 eV
Frontier orbital gap: 0.40945 Eh

ORCA input file:
```
! wB97M-V def2-TZVPD RIJCOSX def2/J DEFGRID3
* xyz 0 1
C -1.42680 1.36326 -0.19955
C -0.59922 0.19296 0.33837
C -1.21528 -1.14219 -0.10240
C 0.86359 0.33254 -0.10290
C 1.82074 -0.56375 0.67743
O 0.90623 0.04281 -1.49430
H -1.13433 2.31199 0.26629
H -1.27571 1.45114 -1.28159
H -2.49649 1.21083 -0.01631
H -0.59801 0.23884 1.43733
H -0.48269 -1.95346 -0.13463
H -2.01880 -1.44098 0.57847
H -1.63986 -1.05406 -1.10668
H 1.16286 1.38246 0.06688
H 2.85285 -0.41568 0.33508
H 1.57201 -1.62204 0.54463
H 1.78979 -0.32772 1.74750
H 1.81874 0.14466 -1.78992
*
```

---

# 4
Here is a molecular structure, C5H12O at a distorted geometry from OMol25. Energies are from ωB97M-V with the def2-TZVPD basis set.

Output
E_HOMO: -9.97 eV
Lowest unoccupied orbital energy: 1.1 eV
Frontier orbital gap: 0.40640 Eh

ORCA input file:
```
! wB97M-V def2-TZVPD RIJCOSX def2/J DEFGRID3
* xyz 0 1
C -1.50418 1.06810 2.04547
O -1.20430 0.11668 1.10148
C -0.11676 0.52725 0.38418
C 0.10045 -0.43575 -0.81126
C 0.55908 -1.87780 -0.46265
C 1.09916 0.20919 -1.76095
H -1.28631 2.13186 1.32398
H -0.73298 1.14729 2.82959
H -2.47187 0.75580 2.49031
H -0.47435 1.89406 0.32013
H 0.78780 0.64429 1.00678
H -0.87348 -0.53374 -1.30878
H -0.14584 -2.40591 0.18797
H 0.65393 -2.47533 -1.38519
H 1.54432 -1.89204 0.02033
H 0.75108 1.20584 -2.04469
H 2.07608 0.31088 -1.27122
H 1.23817 -0.39066 -2.66549
*
```

---

# 5
Here is C5H12O in the gas phase from OMol25. Energies are from ωB97M-V with the def2-TZVPD basis set.

Output
E_HOMO: -9.68 eV
SMILES string: CC[C@@H](C)OC
Lowest unoccupied orbital energy: 1.2 eV
Frontier orbital gap: 0.39898 Eh

ORCA input file:
```
! wB97M-V def2-TZVPD RIJCOSX def2/J DEFGRID3
* xyz 0 1
C 0.59844 1.78657 1.07523
C 0.45329 0.29076 1.35964
C 0.15724 -0.46695 0.06715
C -0.21279 -1.94976 0.18982
O -0.92536 0.20229 -0.57375
C -0.78254 0.23550 -1.96825
H 1.44727 1.98388 0.40818
H -0.30145 2.15215 0.57432
H 0.74722 2.37077 1.98777
H -0.35734 0.12804 2.08168
H 1.37048 -0.10673 1.81732
H 1.04994 -0.38511 -0.57275
H 0.65471 -2.62182 0.23838
H -0.78204 -2.21595 -0.70644
H -0.85813 -2.14412 1.05369
H -1.75613 0.49146 -2.39302
H -0.03863 0.99111 -2.27208
H -0.46418 -0.74210 -2.36688
*
```

---

# 6
Here is 2 unconnected molecules or ions with the total composition C5H12O from OMol25. Energies are from ωB97M-V with the def2-TZVPD basis set.

Output
E_HOMO (spin up / spin down): -7.20 / -6.99 eV
Lowest unoccupied orbital energy (spin up / spin down): 1.0 / 1.0 eV
Frontier orbital gap (spin up / spin down): 0.30037 / 0.29238 Eh

ORCA input file:
```
! wB97M-V def2-TZVPD RIJCOSX def2/J DEFGRID3
* xyz 0 1
C 2.33094 -0.43638 -0.73924
C 1.56409 -0.92887 0.49347
C 0.40345 -0.05576 0.83168
O -0.73670 -0.61640 1.08329
C -1.87556 -0.07599 1.40756
C -1.70153 0.97484 -1.71220
H 3.20973 -1.06137 -0.93063
H 2.68038 0.59318 -0.59880
H 1.69495 -0.45311 -1.63062
H 2.26684 -1.00378 1.33896
H 1.18172 -1.94171 0.32134
H 0.46890 1.02527 0.94563
H -0.87037 0.62008 -1.09104
H -1.94079 0.99983 1.52539
H -2.69516 -0.76672 1.52166
H -2.12209 1.88486 -1.27706
H -2.47416 0.20479 -1.76022
H -1.32892 1.18859 -2.71756
*
```

---

Here are the calculated relative energy (zero: lowest compared OMol25 entry of this formula, charge and spin) numbers, same order: 408.5 114.1 14.3 262.6 64.8 365.7 (kJ/mol).
Here are the calculated electronic energy numbers, same order: -272.793056 -272.905201 -272.943204 -272.848650 -272.923988 -272.809357 (hartree).